Entry from OMol25: 6 unconnected molecules or ions with the total composition C37H38BF40O8 in a non-equilibrium geometry (ωB97M-V/def2-TZVPD).

The value obtained for the energy relative to the best compared isomer or geometry (same formula, charge and spin) is 0.0 kJ/mol. As for the LUMO energy: 1.830 eV. The total energy comes out at -6054.21100 hartree. The HOMO energy is -4.49 eV. As for the frontier orbital gap: 0.23234 Ha. The charge is -1.

Each line ends with the Mulliken charge.
Cartesian coordinates (Å):
C  0.912  1.952  -1.320  -0.752
C  2.325  2.394  -1.746  0.932
C  2.778  1.647  -2.989  -0.697
B  2.811  -0.009  -2.792  0.908
O  4.156  -0.614  -2.854  -0.480
C  4.423  -0.764  -4.236  -0.636
C  3.026  -0.911  -4.964  -0.358
O  2.090  -0.623  -3.959  -0.494
O  2.456  3.838  -1.776  -0.446
C  2.309  4.449  -3.032  -1.016
C  0.957  4.305  -3.705  0.693
C  0.933  4.089  -5.049  -0.364
C  -0.234  3.986  -5.746  -0.846
C  -1.414  4.084  -5.061  -0.402
C  -1.410  4.296  -3.722  -0.721
C  -0.235  4.421  -3.051  -0.050
H  0.270  1.722  -2.168  0.083
H  1.008  1.102  -0.651  0.398
H  0.493  2.754  -0.704  -0.055
H  2.975  2.053  -0.936  -0.327
H  2.082  1.820  -3.816  0.080
H  3.758  1.994  -3.345  0.199
H  2.219  -0.471  -1.826  -0.389
H  4.837  0.207  -4.564  0.148
H  5.143  -1.574  -4.370  0.318
H  2.870  -0.124  -5.718  0.162
H  3.004  -1.938  -5.358  0.286
H  3.104  4.192  -3.737  0.343
H  2.438  5.525  -2.850  0.419
H  1.872  4.003  -5.587  0.294
H  -0.197  3.838  -6.817  0.443
H  -2.352  3.989  -5.600  0.390
H  -2.347  4.375  -3.184  0.409
H  -0.244  4.593  -1.980  0.580
C  3.341  0.865  4.427  -0.386
C  4.732  1.301  4.924  0.671
C  5.314  2.605  4.373  0.133
F  5.513  2.554  3.047  -0.184
F  6.520  2.828  4.956  -0.299
F  5.612  0.289  4.755  -0.296
F  4.608  1.489  6.274  -0.340
O  3.282  -0.123  3.407  -0.350
C  3.352  0.240  2.064  0.745
C  4.567  -0.348  1.341  0.163
F  5.726  0.059  1.913  -0.259
F  4.536  0.080  0.075  -0.209
F  3.273  1.573  1.920  -0.221
F  2.255  -0.282  1.468  -0.269
H  2.873  0.383  5.284  0.319
H  2.713  1.721  4.198  0.177
H  4.659  3.450  4.606  0.289
H  4.543  -1.441  1.361  0.233
C  -0.259  -0.948  3.218  -0.583
C  -0.485  0.203  4.213  1.200
C  -0.580  -0.158  5.696  0.024
F  -1.626  -0.963  5.954  -0.229
F  -0.753  0.977  6.419  -0.288
F  -1.562  0.925  3.825  -0.374
F  0.594  1.041  4.104  -0.192
O  -1.392  -1.448  2.511  -0.386
C  -2.196  -2.436  3.023  0.787
C  -3.632  -1.950  3.234  0.169
F  -3.675  -0.920  4.097  -0.233
F  -4.373  -2.963  3.756  -0.209
F  -1.677  -2.983  4.145  -0.244
F  -2.239  -3.428  2.098  -0.343
H  0.360  -0.522  2.434  0.132
H  0.336  -1.751  3.651  0.404
H  0.339  -0.645  6.035  0.254
H  -4.069  -1.635  2.284  0.272
C  -3.384  5.650  1.828  -0.733
C  -3.165  6.749  2.885  0.916
C  -2.139  7.842  2.575  0.064
F  -0.897  7.347  2.440  -0.194
F  -2.113  8.727  3.603  -0.285
F  -2.897  6.181  4.080  -0.269
F  -4.364  7.394  3.016  -0.336
O  -2.746  4.397  2.016  -0.334
C  -1.460  4.162  1.555  0.709
C  -0.493  3.845  2.698  0.788
F  -0.425  4.868  3.580  -0.284
F  0.748  3.649  2.199  -0.145
F  -1.022  5.177  0.783  -0.291
F  -1.521  3.069  0.768  -0.256
H  -4.444  5.409  1.901  0.400
H  -3.240  6.028  0.816  0.300
H  -2.411  8.381  1.664  0.286
H  -0.815  2.950  3.225  -0.377
C  -4.351  -7.398  4.087  -0.865
C  -4.041  -6.444  5.255  0.934
C  -2.816  -5.538  5.120  0.560
F  -1.672  -6.245  5.026  -0.269
F  -2.715  -4.755  6.221  -0.274
F  -3.983  -7.150  6.408  -0.288
F  -5.114  -5.610  5.359  -0.301
O  -3.957  -8.761  4.207  -0.412
C  -2.701  -9.192  3.832  0.838
C  -1.919  -9.767  5.017  0.191
F  -1.752  -8.843  5.982  -0.211
F  -0.693  -10.158  4.597  -0.256
F  -2.012  -8.233  3.188  -0.282
F  -2.882  -10.203  2.948  -0.306
H  -5.439  -7.451  4.057  0.455
H  -4.054  -6.975  3.127  0.361
H  -2.910  -4.894  4.248  -0.192
H  -2.446  -10.625  5.438  0.232
C  0.455  -1.390  -7.785  -0.767
C  -0.679  -0.389  -8.062  0.845
C  -1.642  -0.077  -6.915  0.188
F  -2.330  -1.167  -6.524  -0.244
F  -2.550  0.841  -7.340  -0.289
F  -1.368  -0.773  -9.165  -0.298
F  -0.075  0.794  -8.375  -0.302
O  0.285  -2.735  -8.231  -0.407
C  -0.359  -3.681  -7.464  0.846
C  -1.617  -4.211  -8.158  0.133
F  -2.500  -3.222  -8.394  -0.223
F  -2.222  -5.127  -7.362  -0.264
F  -0.619  -3.237  -6.224  -0.257
F  0.490  -4.732  -7.337  -0.308
H  1.300  -1.034  -8.372  0.473
H  0.787  -1.342  -6.746  0.380
H  -1.104  0.339  -6.058  0.264
H  -1.355  -4.681  -9.109  0.225

Entry from OMol25: a single C2H4N2S4 molecule in a non-equilibrium geometry (ωB97M-V/def2-TZVPD).

The value obtained for the energy relative to the best compared isomer or geometry (same formula, charge and spin) is 552.3 kJ/mol. As for the LUMO energy (alpha / beta): -0.801 / -0.768 eV. The total energy comes out at -1780.63222 hartree. The HOMO energy (alpha / beta) is -7.52 / -7.42 eV. As for the frontier orbital gap (alpha / beta): 0.24697 / 0.24444 Ha. The charge is 0.

Each line ends with the natural charge from an NBO analysis.
Cartesian coordinates (Å):
C  0.990  -0.818  0.603  -0.162
C  0.463  -0.974  -0.522  -0.399
N  -0.713  0.573  1.360  -0.447
N  -1.100  1.118  0.200  -0.397
S  -1.050  0.071  -1.014  0.473
S  2.019  -1.139  1.887  0.128
S  0.876  -1.786  -2.023  0.091
S  -0.656  3.033  -0.412  -0.049
H  -0.692  1.186  2.124  0.353
H  1.633  -2.551  1.964  0.155
H  -0.323  -1.530  -2.694  0.135
H  -1.449  2.817  -1.471  0.119

Entry from OMol25: a molecular structure, C2KLiNaO6 in a non-equilibrium geometry (ωB97M-V/def2-TZVPD).

The value obtained for the energy relative to the best compared isomer or geometry (same formula, charge and spin) is 0.0 kJ/mol. As for the LUMO energy (alpha / beta): -6.163 / -10.152 eV. The total energy comes out at -1296.90739 hartree. As for the expectation value of S²: 0.75. The HOMO energy (alpha / beta) is -16.71 / -16.71 eV. Its multiplicity is 2. As for the frontier orbital gap (alpha / beta): 0.38777 / 0.24083 Ha. The charge is +2.

Each line ends with the natural charge from an NBO analysis.
Cartesian coordinates (Å):
O  0.819  2.442  -0.347  -0.141
C  1.857  1.987  -0.937  0.941
O  2.536  2.732  -1.624  -0.698
O  2.255  0.738  -0.717  -0.182
Li  2.706  4.265  -2.710  0.991
O  1.207  0.006  -0.120  -0.252
C  0.559  -0.811  -1.063  0.940
O  -0.419  -1.378  -0.533  -0.847
O  0.869  -0.770  -2.245  -0.734
Na  -0.933  -2.244  -2.798  0.983
K  -2.165  -1.215  1.788  0.998

Question: Which value of energy relative to the best compared isomer or geometry (same formula, charge and spin) does entry 1 give?
Answer: 0.0 kJ/mol

Question: Which of these has the highest energy relative to the best compared isomer or geometry (same formula, charge and spin)?
Answer: C2H4N2S4